a.
C3H10NO | ωB97M-V with the def2-TZVPD basis set

Results
Expectation value of S²: 0.7505
Spin multiplicity: 2
Gap between HOMO and LUMO (spin up / spin down) in Ha: 0.158 / 0.422

Cartesian coordinates (Å):
H  -0.188  0.274  -1.375
H  -2.755  -0.297  0.836
H  -1.128  -1.719  0.291
C  1.610  0.105  -0.284
O  1.574  1.529  -0.336
H  2.420  1.887  -0.620
H  1.880  -0.210  0.727
H  -1.736  0.908  1.391
C  0.243  -0.436  -0.664
C  -0.705  -0.745  0.488
H  2.356  -0.280  -0.979
N  -1.852  0.218  0.604
H  -0.103  -0.723  1.401
H  -2.009  0.826  -0.219
H  0.393  -1.336  -1.261

Atomic charges from the Mulliken analysis, expressed in e, are listed below:
1. H 0.38
2. H 0.89
3. H 0.52
4. C -0.49
5. O -0.48
6. H 0.28
7. H 0.25
8. H 0.90
9. C -0.80
10. C -0.67
11. H 0.34
12. N -2.17
13. H 0.20
14. H 0.50
15. H 0.34


b.
C3H10NO | ωB97M-V with the def2-TZVPD basis set

Results
Expectation value of S²: 0.7539
Spin multiplicity: 2
Gap between HOMO and LUMO (spin up / spin down) in Ha: 0.364 / 0.315

Cartesian coordinates (Å):
H  -3.304  0.820  -1.612
H  -3.684  -1.133  -0.119
C  -3.096  0.807  -0.553
H  -3.806  1.610  -0.042
H  2.753  -1.447  0.395
O  2.937  0.036  -0.725
C  1.090  -0.079  0.677
H  2.189  0.587  -0.904
H  -2.058  -0.836  0.196
C  2.500  -0.423  0.686
H  -2.053  1.219  -0.480
H  0.544  0.175  1.627
N  -3.018  -0.476  0.103
H  3.299  -0.110  1.407
H  0.785  0.320  -0.257

Atomic charges from the Mulliken analysis, expressed in e, are listed below:
1. H 0.24
2. H 0.18
3. C -0.55
4. H 0.21
5. H 0.17
6. O -0.51
7. C -0.74
8. H 0.28
9. H 0.19
10. C -0.02
11. H 0.16
12. H 0.29
13. N -0.44
14. H 0.26
15. H 0.27


The most stable arrangement is a, and the next structure is 25.1 kJ/mol less stable.